Density functional theory data (ωB97M-V/def2-TZVPD) for one molecule with the formula C2H3ClN2.

SMILES: CC1=NN1Cl
electronic energy: -647.56364 Ha
frontier orbital gap: 0.380 Ha
relative energy (zero: lowest compared OMol25 entry of this formula, charge and spin): 99.3 kcal per mole
F_max: 4.71 eV/A

The geometry in XYZ format:
```
8
Properties=species:S:1:pos:R:3:forces:R:3
C 0.066923 -0.036313 0.152433 -2.2 -0.5 2.3
C 0.530665 -0.816896 1.292204 1.5 -2.6 3.6
N 1.388315 -1.583023 1.932776 -2.6 2.7 -2.5
N 0.085882 -1.076382 2.610834 1.1 0.8 0.3
Cl -1.071791 -2.349111 2.763759 -0.8 -0.7 -0.3
H 0.052140 -0.712830 -0.595651 -0.4 -2.1 -3.0
H 0.805820 0.600428 -0.068701 2.7 2.8 -0.9
H -0.906148 0.484155 0.223912 0.6 -0.5 0.5
```
Positions in Å, forces in eV/Å.

***

Density functional theory data (ωB97M-V/def2-TZVPD) for C12H17O2Si as an isolated structure.

electronic energy: -907.31678 Ha
frontier orbital gap: 0.259 Ha
relative energy (zero: lowest compared OMol25 entry of this formula, charge and spin): 64.4 kcal per mole
total charge: -1
F_max: 4.42 eV/A

The geometry in XYZ format:
```
32
Properties=species:S:1:pos:R:3:forces:R:3
C 0.324639 -4.049147 -1.662921 1.4 0.1 2.2
C -0.415940 -3.147722 -2.521511 0.1 -0.8 -0.8
C 0.948175 -3.554178 -0.530506 -1.3 -0.2 -2.1
C -0.712627 -1.910168 -2.130437 -3.4 2.0 -1.9
C 1.037415 -2.042695 -0.377815 -2.1 -1.3 0.7
C -0.268544 -1.292549 -0.935569 2.4 -1.2 1.7
C -1.404963 0.922922 -0.666010 -1.5 0.4 0.9
C 1.286749 0.022034 2.888369 -1.2 2.8 -0.7
C -0.480899 1.723392 2.327975 0.6 2.8 0.6
C 1.840143 1.785926 1.128646 -2.5 0.7 0.6
C -0.651297 -0.148454 -0.447898 0.6 -0.8 0.4
C 0.905263 1.173354 2.229367 1.1 -2.7 0.3
O -2.480887 1.240178 -0.072727 0.2 0.4 -0.7
O -0.841893 1.902081 -1.439612 0.8 -0.5 0.0
Si -1.717793 3.274526 -1.372240 -1.8 -0.3 -2.7
H 0.339850 -5.127781 -1.855064 -0.4 0.3 0.1
H -0.859329 -3.542216 -3.433259 0.1 0.0 0.1
H 1.190278 -4.166610 0.358007 0.3 0.1 -0.9
H -1.568201 -1.251518 -2.690276 2.2 -1.8 1.1
H 1.261871 -2.034192 0.688975 -0.1 1.6 0.0
H 1.754489 -1.571180 -1.002195 1.4 0.0 -0.3
H 2.305515 -0.264774 2.862559 0.8 -0.6 -0.3
H 0.622189 -0.520101 3.552959 0.0 0.2 -0.1
H -0.378773 2.769144 2.833070 -0.1 -1.2 -1.0
H -1.213647 1.261380 2.964010 0.1 -0.9 0.3
H -0.945508 1.862729 1.351451 0.1 0.1 0.3
H 2.408627 1.015387 0.639179 0.2 -0.2 -0.2
H 2.454818 2.624335 1.442515 0.3 -0.1 0.5
H 1.115194 2.267549 0.420921 0.8 -0.7 0.1
H -0.701006 3.886175 -2.467231 -1.4 0.3 1.2
H -1.899626 3.920579 -0.088657 0.3 0.6 0.3
H -3.254281 2.971595 -1.994074 2.2 0.9 0.6
```
Positions in Å, forces in eV/Å.

***

Density functional theory data (ωB97M-V/def2-TZVPD) for C25H43BeCl2F5N3O4Si as an isolated structure.

electronic energy: -3167.81625 Ha
frontier orbital gap: 0.137 Ha
relative energy (zero: lowest compared OMol25 entry of this formula, charge and spin): 0.0 kcal per mole
total charge: -1
F_max: 5.91 eV/A

The geometry in XYZ format:
```
84
Properties=species:S:1:pos:R:3:forces:R:3
C -1.173116 -0.362752 -3.111961 -0.2 0.6 -0.1
C -0.686293 -1.618782 -2.484401 0.2 -1.1 0.3
H -0.663750 -0.157418 -4.061822 -0.2 0.0 0.1
H -0.979497 0.497352 -2.445820 -0.2 -0.6 -0.4
H -2.260227 -0.403024 -3.301706 0.3 0.0 0.1
C -0.146387 -2.645082 -3.162110 -0.3 0.3 0.4
C -0.115837 -2.773186 -4.644408 0.2 0.0 -0.4
H 0.228516 -3.518222 -2.621482 -0.3 0.2 -0.1
H -0.361932 -1.828491 -5.142394 0.1 -0.3 0.0
H -0.842675 -3.532931 -4.971144 0.1 0.2 0.0
H 0.868641 -3.118683 -4.983072 -0.1 0.1 -0.1
Be 0.599662 0.459922 0.116729 -1.5 -1.1 -0.2
Cl 0.189389 2.013717 -1.221593 0.3 0.5 0.1
C -0.037467 -2.285444 2.526073 0.2 1.2 -0.4
O 0.786974 -1.387309 2.361091 -0.5 -1.5 0.5
N 0.213467 -3.418095 3.227472 0.2 -0.4 0.4
C 1.526072 -3.644789 3.799003 -0.2 0.0 -0.1
C -0.805268 -4.409499 3.523104 0.2 0.2 -0.1
H -1.071374 -2.261055 2.107774 0.5 0.3 0.2
H 2.159707 -2.774770 3.598567 -0.2 -0.2 0.0
H 1.981542 -4.539677 3.353814 0.0 0.1 0.1
H 1.431903 -3.795063 4.882293 0.1 0.0 -0.1
H -1.760845 -4.101912 3.082326 0.2 0.0 0.1
H -0.919932 -4.509063 4.614694 -0.1 0.0 -0.2
H -0.518319 -5.382833 3.100456 -0.1 0.1 0.1
H 0.897969 2.179550 4.899216 0.0 -0.1 -0.1
H -0.938351 3.947932 4.439025 0.0 0.0 -0.3
C 1.240259 2.333123 3.871587 -0.1 -0.1 0.1
C -0.580739 4.032560 3.405976 0.2 -0.2 -0.4
N 0.155280 2.827093 3.028978 0.2 0.2 0.2
H 1.594879 1.385164 3.447072 -0.2 0.3 0.2
C -0.078443 2.226930 1.866914 0.0 -2.0 -0.6
O 0.338122 1.062133 1.617148 -0.1 2.5 0.4
H -1.437548 4.131184 2.726045 0.2 0.0 0.3
H -0.645461 2.774894 1.105646 -0.2 -0.1 0.3
H 2.068562 3.054899 3.889700 -0.2 0.0 -0.1
H 0.054226 4.922956 3.306471 -0.1 -0.1 0.1
H 1.764283 -0.226010 -3.189216 0.3 0.1 0.4
H 2.600584 -2.792696 -2.624170 0.3 0.2 0.2
C 2.653429 0.071012 -2.602707 -0.3 -0.2 -0.2
C 3.437125 -2.248120 -2.153511 -0.1 0.0 0.1
N 2.975881 -0.971075 -1.620828 0.3 -0.2 0.2
H 2.455015 1.017564 -2.099432 -0.1 -0.2 0.0
C 2.776491 -0.819225 -0.311214 -1.0 1.1 -0.2
O 2.227159 0.188885 0.193617 1.4 -0.7 -0.5
H 3.838867 -2.835978 -1.320836 0.0 0.0 -0.3
H 3.104377 -1.630170 0.354806 0.0 0.0 -0.3
H 3.493411 0.178875 -3.304773 -0.1 -0.1 0.3
H 4.217613 -2.082852 -2.911114 -0.2 0.0 0.3
O -0.069372 -0.926201 -0.226539 1.1 0.5 -0.5
C -0.920311 -1.709065 -0.970968 0.3 0.7 0.6
C 0.384437 -3.750870 -0.227335 -0.4 -0.3 -0.1
C -0.848075 -3.142207 -0.456992 -0.3 0.4 -0.4
H 1.281990 -3.153985 -0.382292 -0.2 -0.2 0.2
C 0.430023 -5.097334 0.131847 -0.2 0.3 0.1
H -1.943305 -1.348105 -0.795921 -0.3 -0.2 -0.1
C -2.038905 -3.848173 -0.291761 0.4 -0.1 -0.2
H 1.393837 -5.567559 0.310589 -0.1 -0.1 0.0
C -0.760825 -5.818426 0.282277 0.0 -0.1 0.0
C -1.990522 -5.195223 0.053020 -0.2 -0.2 0.2
H -2.981089 -3.323463 -0.469994 0.2 -0.2 0.1
H -0.730946 -6.866511 0.604672 0.0 0.4 -0.2
H -2.930569 -5.753124 0.159154 0.5 0.2 0.0
Si -0.181827 6.315908 -2.506178 -0.1 0.0 0.4
Cl -0.449667 5.367888 -4.325938 0.0 0.0 -0.3
C 1.653486 6.271923 -2.140583 0.0 0.0 0.0
C -1.229813 5.393549 -1.264412 0.2 0.1 -0.1
C -0.755663 8.096690 -2.687565 0.0 0.0 -0.1
H 2.025140 5.240087 -2.144166 -0.1 0.2 0.1
H 1.848335 6.715870 -1.155167 0.0 -0.1 -0.2
H 2.205560 6.846448 -2.896468 -0.1 -0.1 0.2
H -0.151232 8.629200 -3.433870 -0.1 -0.1 0.1
H -0.657241 8.620017 -1.726517 0.0 -0.1 -0.2
H -1.806907 8.141287 -3.000537 0.2 0.0 0.1
H -0.897961 4.348912 -1.176149 -0.1 0.2 0.0
H -2.281866 5.399085 -1.577809 0.2 0.0 0.1
H -1.153152 5.876978 -0.280317 -0.1 -0.1 -0.1
F -3.659500 -1.112423 1.345830 -2.0 -1.6 -0.2
C -3.002328 -0.003184 1.733523 5.6 -0.4 2.0
F -3.425798 1.029382 1.002117 -1.9 2.0 -0.8
C -3.040371 0.212390 3.232224 -0.7 0.2 -4.0
F -4.194791 -0.262927 3.740073 -0.7 -0.3 1.9
F -2.014376 -0.400978 3.888303 -0.5 0.1 0.4
F -2.962313 1.542622 3.497945 0.1 0.0 0.7
```
Positions in Å, forces in eV/Å.